Molecular formula: C5H6O
Method: DFT, wB97M-V/def2-TZVPD

Last columns: bonded neighbours and bond lengths (Å).
Cartesian coordinates (Å):
1 C 1.78589 -1.05043 -0.87667  C2 1.204, H7 1.058
2 C 0.82734 -0.79800 -0.19264  C1 1.204, C3 1.490
3 C -0.27083 -0.14796 0.57650  C2 1.490, C4 1.546, C5 1.514, H8 1.109
4 C -0.03364 1.35090 0.28229  C3 1.546, H9 1.096, H10 1.092, H11 1.092
5 C -1.42719 -0.84158 -0.11269  C3 1.514, O6 1.208, H12 1.099
6 O -1.17095 -1.36238 -1.17219  C5 1.208
7 H 2.81857 -1.00293 -1.10178  C1 1.058
8 H -0.31081 -0.28037 1.67679  C3 1.109
9 H 0.98236 1.57520 0.62691  C4 1.096
10 H -0.04873 1.50087 -0.79931  C4 1.092
11 H -0.72678 2.04071 0.76858  C4 1.092
12 H -2.42521 -0.98402 0.32421  C5 1.099

Computed properties:
- HOMO-LUMO gap: 10.4 eV
- Relative energy (zero: lowest compared OMol25 entry of this formula, charge and spin): 66.79 kcal/mol
- SMILES: C#C[C@@H](C)C=O
- LUMO level: 0.74 eV
- Total energy: -269.2398 Eh